1.
Below is a gas-phase ion, C3H9N2O (charge -1), with properties calculated with wB97M-V/def2-TZVPD.

- charge = -1
- HOMO energy (eV) = -2.59
- LUMO level (eV) = 4.5
- relative energy (zero: lowest compared OMol25 entry of this formula, charge and spin) (eV) = 0.7626

Atoms and positions in Å:
N: -0.305 2.319 0.728
C: -0.407 1.399 -0.411
C: 0.724 0.396 -0.513
N: 0.722 -0.575 0.587
C: -0.412 -1.612 0.355
O: -0.390 -2.208 -0.804
H: 0.678 2.428 0.957
H: -0.696 1.876 1.548
H: -1.378 0.903 -0.361
H: -0.439 1.970 -1.343
H: 0.671 -0.108 -1.479
H: 1.660 0.975 -0.529
H: 1.499 -1.193 0.367
H: -1.349 -1.046 0.604
H: -0.260 -2.264 1.251

***

2.
Below is a gas-phase ion, CF2O3P (charge -1), with properties calculated with wB97M-V/def2-TZVPD.

- charge = -1
- HOMO energy (eV) = -5.56
- LUMO level (eV) = 4.4
- relative energy (zero: lowest compared OMol25 entry of this formula, charge and spin) (eV) = 0.3284

Atoms and positions in Å:
O: 2.002 -1.042 0.292
C: 1.559 0.001 -0.045
O: 1.939 0.983 -0.573
O: 0.039 0.041 0.337
P: -1.230 0.187 -0.502
F: -2.217 1.057 0.511
F: -2.093 -1.227 -0.020

***

3.
Below is 2 unconnected molecules or ions with the total composition C6H14N2O2, with properties calculated with wB97M-V/def2-TZVPD.

- 2S+1 = 2
- charge = +1
- HOMO energy (alpha / beta) (eV) = -13.64 / -13.63
- LUMO level (alpha / beta) (eV) = -2.9 / -7.7
- relative energy (zero: lowest compared OMol25 entry of this formula, charge and spin) (eV) = 0.0537

Atoms and positions in Å:
C: 1.606 2.097 -1.010
C: -1.603 2.609 0.882
C: 0.360 1.780 -0.265
O: -0.143 0.641 -0.246
N: -0.287 2.782 0.298
H: 1.632 3.125 -1.373
H: 0.036 3.733 0.243
H: -1.624 1.679 1.440
H: 2.530 2.002 -0.430
H: 1.750 1.491 -1.893
H: -1.807 3.457 1.529
H: -2.401 2.503 0.151
C: 1.351 -2.567 -1.301
C: -1.198 -2.049 1.503
C: -0.495 -2.798 0.443
O: -0.670 -3.942 0.117
N: 0.389 -2.048 -0.384
H: 0.206 -1.025 -0.471
H: 1.520 -3.620 -1.127
H: -1.205 -0.969 1.340
H: 0.943 -2.378 -2.297
H: 2.253 -1.963 -1.202
H: -2.256 -2.296 1.525
H: -0.887 -2.246 2.528

***

4.
Below is 2 unconnected molecules or ions with the total composition C3H8S2, with properties calculated with wB97M-V/def2-TZVPD.

- HOMO energy (eV) = -9.15
- LUMO level (eV) = 0.6
- relative energy (zero: lowest compared OMol25 entry of this formula, charge and spin) (eV) = 2.7475

Atoms and positions in Å:
C: 1.638 1.451 -0.279
C: 1.891 0.772 0.885
H: 2.258 1.441 -1.173
H: 1.228 2.401 -0.253
H: 2.134 -0.324 1.074
H: 1.863 1.432 1.765
C: -1.253 -2.016 -0.196
S: -2.905 -0.999 -0.354
S: -2.250 0.842 0.299
H: -1.390 -2.760 -1.058
H: -0.505 -1.301 -0.538
H: -1.002 -2.391 0.704
H: -1.706 1.452 -0.875

***

5.
Below is a molecular structure, C3H2FMnO, with properties calculated with wB97M-V/def2-TZVPD.

- 2S+1 = 6
- charge = -1
- HOMO energy (alpha / beta) (eV) = -1.48 / -0.63
- LUMO level (alpha / beta) (eV) = 3.9 / 4.2

Atoms and positions in Å:
H: -1.309 0.375 -1.250
O: 0.149 1.219 0.062
C: -0.951 0.220 -0.222
C: 0.031 -0.839 0.056
C: 0.995 0.101 0.340
F: -2.043 0.368 0.608
H: -0.012 -1.918 0.181
Mn: 3.139 0.474 0.224

***

6.
Below is a molecular structure, C32H29Cl2N5O2Sm, with properties calculated with wB97M-V/def2-TZVPD.

- 2S+1 = 6
- charge = +1
- HOMO energy (alpha / beta) (eV) = -10.70 / -10.71
- LUMO level (alpha / beta) (eV) = -3.2 / -3.2
- relative energy (zero: lowest compared OMol25 entry of this formula, charge and spin) (eV) = 0.0000

Atoms and positions in Å:
Sm: 0.230 0.168 -0.208
C: -2.620 1.737 -3.655
C: -1.451 1.192 -2.910
N: -1.319 1.208 -1.640
N: -2.180 1.887 -0.798
C: -2.274 1.312 0.384
O: -1.798 0.139 0.673
C: -2.957 2.080 1.452
C: -3.101 1.505 2.710
C: -3.694 2.222 3.738
C: -4.145 3.513 3.510
C: -4.005 4.089 2.254
C: -3.412 3.378 1.226
C: -0.293 0.563 -3.618
C: -0.315 0.354 -4.989
C: 0.789 -0.225 -5.603
C: 1.881 -0.571 -4.830
C: 1.825 -0.329 -3.465
N: 0.774 0.219 -2.862
H: -3.320 2.186 -2.956
H: -3.126 0.936 -4.199
H: -2.308 2.483 -4.387
H: -2.746 0.498 2.874
H: -3.804 1.773 4.716
H: -4.608 4.072 4.313
H: -4.358 5.097 2.078
H: -3.293 3.821 0.248
H: -1.182 0.636 -5.567
H: 0.790 -0.399 -6.670
H: 2.764 -1.019 -5.262
H: 2.660 -0.600 -2.828
Cl: 4.233 -2.857 -0.141
C: 2.817 -3.106 -1.109
C: 2.900 -3.957 -2.230
C: 1.800 -4.181 -3.004
Cl: 1.919 -5.219 -4.385
C: 0.556 -3.570 -2.692
C: -0.640 -3.761 -3.420
C: -1.780 -3.114 -3.031
C: -1.728 -2.239 -1.929
N: -0.633 -2.037 -1.235
C: 0.497 -2.711 -1.579
C: 1.651 -2.465 -0.756
O: 1.541 -1.629 0.261
H: 3.843 -4.429 -2.464
H: -0.643 -4.425 -4.273
H: -2.712 -3.255 -3.558
H: -2.604 -1.682 -1.615
C: 2.357 -2.523 3.448
N: 2.270 -1.158 2.876
C: 3.458 -0.342 3.225
C: 0.934 -0.515 3.241
C: 0.915 0.978 3.069
C: 0.895 1.773 4.210
C: 0.889 3.155 4.088
C: 0.919 3.727 2.829
C: 0.940 2.916 1.696
C: 0.929 1.517 1.768
H: 3.232 -3.021 3.037
H: 1.458 -3.069 3.171
H: 2.433 -2.448 4.531
H: 2.242 -1.296 1.846
H: 3.436 -0.126 4.292
H: 3.422 0.588 2.667
H: 4.345 -0.916 2.970
H: 0.713 -0.830 4.262
H: 0.217 -1.018 2.584
H: 0.866 1.320 5.195
H: 0.857 3.779 4.972
H: 0.912 4.805 2.724
H: 0.941 3.415 0.728

***

no.,electronic energy (eV)
1,-8284.1779
2,-21908.1805
3,-13516.7064
4,-24908.6497
5,-39223.6493
6,-88146.5883